Record 1
A single C6H13NO molecule, computed with ωB97M-V/def2-TZVPD.

Orbital gap in eV: 9.59
E in a.u.: -366.33975
ΔE to the lowest compared entry with this formula, charge and spin in kcal per mole: 59.08
SMILES string: CC(C)CNCC=O
LUMO energy in eV: 0.98

Geometry as ORCA input:
```
! wB97M-V def2-TZVPD RIJCOSX def2/J DEFGRID3
* xyz 0 1
H 2.431 -0.932 2.798
O 3.213 -2.519 1.986
H -0.196 -0.823 -1.356
N 0.940 -0.259 0.339
H -1.032 1.795 -2.368
H -2.095 -1.199 -0.040
C 2.283 -0.846 0.491
H -3.068 0.232 0.627
H -2.611 1.094 -2.010
H -1.632 -0.443 1.459
H 0.791 0.492 1.058
C -1.779 1.585 -1.559
C 0.152 0.102 -0.897
H 2.238 -1.712 -0.234
H -0.939 1.481 0.413
C -2.005 -0.196 0.438
C 2.629 -1.499 1.896
H 3.187 -0.255 0.215
H -2.178 2.522 -1.270
C -1.149 0.776 -0.395
H 0.821 0.604 -1.590
*
```


Record 2
A single C6H13NO molecule, computed with ωB97M-V/def2-TZVPD.

Orbital gap in eV: 10.42
E in a.u.: -366.39303
ΔE to the lowest compared entry with this formula, charge and spin in kcal per mole: 25.65
SMILES string: C/C=N/[C@](C)(O)CC
LUMO energy in eV: 1.02

Geometry as ORCA input:
```
! wB97M-V def2-TZVPD RIJCOSX def2/J DEFGRID3
* xyz 0 1
H 1.661 2.509 0.247
N -0.809 0.405 -0.545
H 2.089 -1.539 -0.993
H -3.492 -0.421 0.844
H 0.608 -2.123 -0.246
H 2.348 0.188 0.733
H 0.942 -0.354 1.602
C -2.902 -0.646 -0.039
C -1.472 -0.334 0.222
H 0.271 2.141 1.303
O 1.174 0.791 -1.608
H -3.016 -1.712 -0.245
C 1.567 -1.647 -0.045
C 1.370 -0.281 0.600
H -3.272 -0.075 -0.880
H 2.159 -2.293 0.600
H 0.005 2.834 -0.309
H -0.934 -0.859 1.078
H 0.510 0.509 -2.255
C 0.562 0.753 -0.339
C 0.630 2.157 0.276
*
```


Record 3
A single C6H13NO molecule, computed with ωB97M-V/def2-TZVPD.

Orbital gap in eV: 9.90
E in a.u.: -366.34947
ΔE to the lowest compared entry with this formula, charge and spin in kcal per mole: 52.98
SMILES string: CCCN(C)CC=O
LUMO energy in eV: 1.04

Geometry as ORCA input:
```
! wB97M-V def2-TZVPD RIJCOSX def2/J DEFGRID3
* xyz 0 1
C -0.312 1.078 0.910
C 0.659 2.277 0.869
H -1.641 -0.835 -3.017
O 1.196 2.681 1.864
H -0.350 0.708 1.943
H 1.993 -0.863 -0.198
H 0.488 -1.805 -1.741
H -1.127 -1.487 0.691
C -0.502 -1.989 -1.331
H -1.663 -0.365 -0.643
H -2.489 -1.951 -2.051
H 0.659 2.811 -0.096
C -0.840 -0.946 -0.227
H 1.895 -0.051 1.415
H -1.263 1.528 0.655
N 0.219 0.020 0.073
H 1.091 -1.654 1.096
C -1.492 -1.779 -2.495
C 1.386 -0.684 0.693
H -0.610 -3.034 -1.045
H -1.438 -2.513 -3.313
*
```


Record 4
A single C6H13NO molecule, computed with ωB97M-V/def2-TZVPD.

Orbital gap in eV: 9.20
E in a.u.: -366.31927
ΔE to the lowest compared entry with this formula, charge and spin in kcal per mole: 71.93
SMILES string: CCNCCCC=O
LUMO energy in eV: 0.92

Geometry as ORCA input:
```
! wB97M-V def2-TZVPD RIJCOSX def2/J DEFGRID3
* xyz 0 1
C -0.131 -1.175 0.515
H -2.083 -1.021 -2.518
C -1.832 0.864 -1.540
H -0.983 -0.695 1.190
H 0.508 0.721 0.109
H -2.611 -0.994 -0.798
H 3.542 1.195 1.332
H -0.647 -2.600 -0.800
C -1.766 -0.667 -1.489
H 2.644 1.310 2.888
H 1.272 -0.358 2.571
O -1.271 1.607 -0.817
H 1.905 2.015 1.232
H 0.336 -1.297 -1.491
C 2.489 1.168 1.796
H 2.568 -0.906 1.463
H -2.493 1.237 -2.568
H 0.094 -1.989 1.222
C -0.549 -1.447 -0.915
N 0.900 -0.134 0.417
C 1.758 -0.165 1.597
*
```


Record 5
A 2-piece molecular cluster, C6H13NO overall, computed with ωB97M-V/def2-TZVPD.

Orbital gap in eV: 6.30
E in a.u.: -366.18775
ΔE to the lowest compared entry with this formula, charge and spin in kcal per mole: 154.46
LUMO energy in eV: -1.31

Geometry as ORCA input:
```
! wB97M-V def2-TZVPD RIJCOSX def2/J DEFGRID3
* xyz 0 1
H 1.332 -1.085 2.223
C -0.722 1.117 -2.201
H 1.928 -0.425 0.069
H 1.314 -0.478 -1.452
N 1.103 -0.626 -0.473
C 0.065 0.334 0.004
H 2.102 0.428 2.139
C 1.140 -0.033 2.422
H -0.050 2.411 -0.519
O -0.977 -2.820 -1.107
H -1.760 -2.661 -0.572
H -1.204 1.970 -2.673
H -1.535 0.399 -2.170
C 0.056 0.538 1.496
C -0.954 -0.428 1.098
H 0.032 0.677 -2.851
C -0.199 1.377 -0.830
H 0.838 0.157 3.448
H -2.039 -0.338 1.158
H -0.345 -2.106 -0.952
H -0.126 1.591 1.744
*
```


Record 6
A single C6H13NO molecule, computed with ωB97M-V/def2-TZVPD.

Orbital gap in eV: 9.49
E in a.u.: -366.31034
ΔE to the lowest compared entry with this formula, charge and spin in kcal per mole: 77.53
SMILES string: C=C(C)N(O)C(C)C
LUMO energy in eV: 1.02

Geometry as ORCA input:
```
! wB97M-V def2-TZVPD RIJCOSX def2/J DEFGRID3
* xyz 0 1
H 2.778 -0.711 0.132
H -1.085 -1.196 -2.264
H -2.716 -0.890 -1.669
H -1.630 2.251 -0.029
C -1.664 -0.960 -1.365
O 0.839 1.695 -0.940
C -1.171 0.316 -0.743
C 2.441 0.108 0.771
H 0.493 -1.983 0.672
H 2.789 -0.047 1.796
H -1.586 -1.802 -0.672
H 0.798 -1.389 2.311
C -2.001 1.326 -0.459
N 0.365 0.432 -0.552
H -0.784 -1.140 1.574
H 0.494 0.990 1.476
C 0.771 0.166 0.809
H 0.775 1.657 -1.910
H -3.058 1.294 -0.710
H 2.864 1.046 0.405
C 0.290 -1.164 1.368
*
```


Record 7
A 2-piece molecular cluster, C6H13NO overall, computed with ωB97M-V/def2-TZVPD.

Orbital gap in eV: 8.40
E in a.u.: -366.34748
ΔE to the lowest compared entry with this formula, charge and spin in kcal per mole: 54.23
SMILES string: C=CNC/C=C/C.O
LUMO energy in eV: 0.62

Geometry as ORCA input:
```
! wB97M-V def2-TZVPD RIJCOSX def2/J DEFGRID3
* xyz 0 1
H 0.510 2.610 -1.066
N -0.815 -0.562 -1.002
C 1.508 2.273 1.409
H 2.446 -2.417 0.356
H 0.171 0.462 -2.449
C 0.384 1.609 -0.660
C -1.850 -1.774 0.823
H -2.664 -1.786 1.535
C -0.436 0.718 -1.572
H 2.609 2.247 1.383
H -2.645 -0.117 -0.252
C 0.827 1.230 0.535
H -1.320 1.193 -2.014
H 1.087 3.232 1.127
O 1.533 -2.195 0.161
H -1.036 -2.482 0.910
H 0.734 0.195 0.774
H -0.017 -1.169 -0.781
H 1.284 2.135 2.471
H 0.962 -2.766 0.680
C -1.792 -0.761 -0.038
*
```


Record 8
A 2-piece molecular cluster, C6H13NO overall, computed with ωB97M-V/def2-TZVPD.

Orbital gap in eV: 9.36
E in a.u.: -366.34745
ΔE to the lowest compared entry with this formula, charge and spin in kcal per mole: 54.25
SMILES string: C=C/C=C/CCN.O
LUMO energy in eV: 0.60

Geometry as ORCA input:
```
! wB97M-V def2-TZVPD RIJCOSX def2/J DEFGRID3
* xyz 0 1
O -0.364 -2.435 2.588
N 1.641 1.921 1.552
H 2.279 1.416 2.155
C 0.121 -0.314 -0.484
H 1.886 -0.535 0.776
H 0.699 1.775 1.886
C 1.762 1.523 0.169
H -0.238 -1.763 1.916
H -0.456 -0.856 0.250
H -2.721 -0.101 -0.204
H 0.965 2.046 -0.374
C -0.383 -0.041 -1.682
H -0.863 -2.093 3.335
C 1.541 0.011 -0.112
H 2.705 1.875 -0.241
H 2.224 -0.283 -0.922
H -1.921 -0.151 -3.196
H 0.275 0.376 -2.429
C -1.791 -0.164 -2.113
H -3.839 -0.308 -1.642
C -2.819 -0.193 -1.278
*
```


Record 9
A 2-piece molecular cluster, C6H13NO overall, computed with ωB97M-V/def2-TZVPD.

Orbital gap in eV: 8.90
E in a.u.: -366.29226
ΔE to the lowest compared entry with this formula, charge and spin in kcal per mole: 88.88
SMILES string: C=C(/C=C/C)NC.O
LUMO energy in eV: 0.78

Geometry as ORCA input:
```
! wB97M-V def2-TZVPD RIJCOSX def2/J DEFGRID3
* xyz 0 1
H -1.567 -1.005 3.201
H 1.959 -1.770 -1.116
H -1.316 0.341 2.729
H -0.016 -0.339 -3.581
C -0.018 0.395 -2.756
H 0.788 1.657 2.745
H 0.844 -3.194 -0.949
C -0.121 0.997 -0.415
H 0.019 2.023 -0.876
H 1.434 -2.400 -2.512
C 1.081 -2.304 -1.492
C -0.161 0.718 0.910
N -0.099 -1.364 -1.120
C 0.064 1.967 1.931
H 0.591 2.669 1.344
H 0.098 1.427 -2.863
O -1.941 -0.236 3.008
C -0.040 -0.033 -1.520
H -0.894 2.316 2.168
H -0.290 -0.297 1.277
H -0.416 -1.568 -0.113
*
```


Record 10
A 2-piece molecular cluster, C6H13NO2 overall, computed with ωB97M-V/def2-TZVPD.

Orbital gap in eV: 9.73
E in a.u.: -441.62238
ΔE to the lowest compared entry with this formula, charge and spin in kcal per mole: 36.16
SMILES string: CN1CCC[C@H]1C=O.O
LUMO energy in eV: 0.82

Geometry as ORCA input:
```
! wB97M-V def2-TZVPD RIJCOSX def2/J DEFGRID3
* xyz 0 1
H -0.954 1.018 -1.807
C -1.092 -0.059 0.065
H -0.579 0.492 2.735
N 0.067 -0.402 0.906
H -1.393 2.022 -0.468
H 0.829 2.536 -0.116
O -1.891 -1.197 -1.910
H -1.972 0.104 0.692
C -1.421 -1.265 -0.803
H 0.629 -0.797 2.875
H 1.195 -1.539 -2.876
C 1.186 0.511 0.604
C -0.251 -0.474 2.322
O 1.803 -1.306 -2.167
H 2.040 -0.074 0.264
H -1.017 -1.225 2.489
C -0.753 1.186 -0.750
H 1.323 1.409 -1.366
H 1.240 -1.219 -1.390
H -1.238 -2.251 -0.339
H 1.520 1.022 1.505
C 0.726 1.508 -0.464
*
```